Molecular formula: C5H4N2
Method: DFT, ωB97M-V/def2-TZVPD

Each atom is followed by the atoms it is bonded to, with distances in Å.
CARTESIAN COORDINATES (ANGSTROEM)
1 C 2.795 -0.372 -0.117  C2 1.207, H8 1.072
2 C 1.617 -0.116 -0.072  C1 1.207, C3 1.450
3 C 0.197 0.169 0.000  C2 1.450, C4 1.397, N7 1.321
4 C -0.764 -0.825 -0.198  C3 1.397, C5 1.406, H9 1.077
5 C -2.026 -0.238 -0.006  C4 1.406, N6 1.279, H10 1.104
6 N -2.210 0.996 0.277  C5 1.279
7 N -0.285 1.367 0.279  C3 1.321, H11 1.037
8 H 3.843 -0.596 -0.154  C1 1.072
9 H -0.555 -1.852 -0.447  C4 1.077
10 H -3.064 -0.613 0.009  C5 1.104
11 H 0.452 2.080 0.429  N7 1.037

- E_LUMO (hartree) = 0.000
- HOMO level (eV) = -8.60